# 1
# C3H10NO

A cluster of 2 separate species, C3H10NO in total at a distorted geometry (wB97M-V/def2-TZVPD, the OMol25 dataset).

Last column: Löwdin charge in e.
CARTESIAN COORDINATES (ANGSTROEM)
C1 1.17318 -0.29825 -2.77999  -0.35
O1 0.35507 -0.21637 -1.60924  -0.46
H1 0.57185 -0.40295 -3.71856  0.04
H2 1.96903 0.41868 -2.75061  0.02
H3 1.63847 -1.28366 -2.66492  0.02
C2 0.01430 1.07518 0.92211  -0.21
N1 -0.77211 -0.22544 0.76670  -0.23
C3 -1.20482 -0.53940 2.12090  -0.24
H4 1.10173 0.95808 0.99864  0.05
H5 -0.20335 1.39579 -0.08232  0.03
H6 -0.43150 1.73497 1.71819  0.06
H7 -0.50183 -0.61117 -0.28665  0.10
H8 -0.52737 -0.00424 2.88094  0.07
H9 -0.94426 -1.67854 2.27665  0.08
H10 -2.23839 -0.32268 2.20816  0.02

Summary:
- 2S+1: 1
- ΔE to the lowest compared entry with this formula, charge and spin: 2.992 eV
- Charge: -1
- Maximum force: 4.7 eV/A
- HOMO-LUMO gap: 6.8254 eV
- E_LUMO: 4.31 eV
- E_HOMO: -0.092 hartree
- Energy: -6807.7830 eV

# 2
# H12KO6

A structure of composition H12KO6 at a distorted geometry (wB97M-V/def2-TZVPD, the OMol25 dataset).

Last column: Löwdin charge in e.
CARTESIAN COORDINATES (ANGSTROEM)
K1 0.25508 0.12167 -1.06998  0.95
O1 -0.22248 -2.21805 -2.04460  -0.15
H1 0.27575 -2.73493 -2.73422  0.10
H2 -1.12422 -2.57754 -2.08203  0.05
O2 -2.49965 -0.28013 -1.20036  -0.06
H3 -2.82225 0.12695 -0.43559  0.01
H4 -2.52751 -1.23995 -1.11573  0.04
O3 2.00303 1.88218 -0.06260  -0.09
H5 1.45193 2.41037 0.53563  0.04
H6 2.72484 1.74387 0.53412  0.04
O4 2.18562 -1.09787 0.42133  -0.10
H7 2.12458 -0.56977 1.24542  0.05
H8 3.09579 -1.01214 0.14178  0.06
O5 -0.95231 2.34338 0.51252  -0.07
H9 -1.86685 2.62684 0.63853  0.07
H10 -0.53541 2.49698 1.37206  0.05
O6 -0.77331 -0.59853 1.46663  -0.08
H11 -0.76250 -1.33109 2.11584  0.09
H12 -0.03015 -0.09223 1.76124  0.00

Summary:
- 2S+1: 1
- ΔE to the lowest compared entry with this formula, charge and spin: 0.709 eV
- Charge: +1
- Maximum force: 2.7 eV/A
- HOMO-LUMO gap: 11.6993 eV
- E_LUMO: -3.51 eV
- E_HOMO: -0.559 hartree
- Energy: -28800.7854 eV